# 1
Density functional theory data (wB97M-V/def2-TZVPD) for a structure of composition C27H37AsHgN3 at a distorted geometry.

The geometry in XYZ format:
```
69
Properties=species:S:1:pos:R:3:mulliken_charge:R:1
Hg 1.6941 -3.6505 2.2047 -0.02
N 3.3859 -5.6273 1.4921 -0.49
C 2.5364 -6.4415 0.6176 -0.68
C 1.9543 -5.7197 -0.6024 -0.33
C 2.9426 -4.7946 -1.4100 -0.41
N 4.2011 -5.4126 -1.6707 -0.49
H 4.2416 -5.3398 1.0638 0.19
H 3.5512 -6.0591 2.3658 0.22
H 1.6554 -6.7813 1.2408 0.34
H 3.0108 -7.3487 0.2017 0.36
H 1.0379 -5.1135 -0.2868 0.13
H 1.6241 -6.5409 -1.2371 0.32
H 3.1423 -3.8837 -0.7358 0.17
H 2.4504 -4.4204 -2.3196 0.31
H 4.8655 -4.7848 -2.1476 0.20
H 4.1903 -6.4151 -1.9936 0.18
C -3.2117 4.7098 3.6515 -1.41
C -2.4816 3.7568 2.7788 0.27
C -2.4906 3.7866 1.4215 -0.52
C -1.8749 2.8946 0.5527 0.98
C -1.8143 3.2701 -0.9271 -1.66
C -1.1050 1.7990 1.1506 0.82
As -0.3056 0.2746 0.1475 1.06
N -1.8518 0.2775 -1.1413 -0.32
C -2.8597 -0.4545 -0.6546 -0.11
C -4.2151 -0.0724 -0.9022 -0.20
C -5.3009 -0.7175 -0.3511 -0.49
C -5.1223 -1.8984 0.4158 -0.30
C -3.8219 -2.3099 0.6674 -0.61
C -2.7803 -1.7242 0.0081 -0.07
C 1.0165 1.2507 -0.9770 0.15
C 1.0789 1.1008 -2.3813 1.14
C 0.2906 0.0793 -3.1516 -1.59
C 1.9610 1.9082 -3.1190 -0.74
C 2.6706 2.9767 -2.5402 0.45
C 3.3821 4.0369 -3.3487 -1.42
C 2.5401 3.0824 -1.1507 -0.96
C 1.8880 2.1813 -0.3041 0.59
C 2.0879 2.2850 1.1414 -1.66
C -1.0467 1.7249 2.5574 0.15
C -0.4261 0.5843 3.3309 -1.30
C -1.7049 2.7564 3.3562 -0.95
H -2.5834 5.5700 4.0896 0.26
H -3.6267 4.1299 4.5048 0.37
H -4.0967 5.1029 3.1018 0.36
H -3.1746 4.5533 1.0496 0.23
H -2.6966 3.8934 -1.0795 0.42
H -1.9803 2.4732 -1.6159 0.25
H -0.9404 3.8076 -1.2277 0.29
H -4.3138 0.7863 -1.5407 0.41
H -6.3282 -0.3451 -0.5746 0.31
H -5.9900 -2.4614 0.7427 0.39
H -3.6465 -3.2296 1.3026 0.30
H -1.7189 -2.1604 0.0949 0.34
H 0.2777 -0.8891 -2.6629 0.30
H 0.6882 -0.0724 -4.1748 0.40
H -0.7548 0.3610 -3.2411 0.27
H 1.9911 1.8510 -4.1948 0.32
H 3.1588 5.0653 -3.0650 0.36
H 2.9723 3.9058 -4.3286 0.40
H 4.5060 3.9321 -3.4244 0.26
H 3.0360 3.9881 -0.6279 0.21
H 3.0666 2.7202 1.3449 0.54
H 2.0709 1.2937 1.6623 0.20
H 1.3444 2.8829 1.6551 0.30
H 0.6864 0.5959 3.2538 0.22
H -0.8254 -0.4577 3.1081 0.21
H -0.5390 0.7562 4.4146 0.41
H -1.5694 2.7218 4.4192 0.37
```

Summary:
LUMO level (alpha / beta) = 0.02317 / -0.03782 hartree
Kohn-Sham gap (alpha / beta) = 8.296 / 6.605 eV
spin multiplicity = 2
F_max = 3.70 eV Å⁻¹
highest occupied orbital energy (alpha / beta) = -7.6652 / -7.6341 eV

---

# 2
Density functional theory data (wB97M-V/def2-TZVPD) for a cluster of 8 separate species, C27H37BrF7NO25P in total at a distorted geometry.

The geometry in XYZ format:
```
99
Properties=species:S:1:pos:R:3:mulliken_charge:R:1
C -2.5043 0.7497 -3.3746 -1.36
C -1.4642 0.1846 -2.4033 0.27
C -0.7149 -1.0181 -2.9515 -0.51
O -0.3634 -1.9018 -1.8965 -0.52
C 0.8939 -1.6499 -1.2992 -0.60
C 0.8034 -1.5700 0.2263 0.66
O -0.4909 -1.4558 0.7159 -0.41
P -0.4975 -0.8767 2.3491 0.96
N -0.2563 -2.5648 2.9435 -0.87
O 1.2598 -0.5926 2.1895 -0.68
C 1.6140 -0.4958 0.9305 0.08
O 2.9897 -0.6143 0.7982 -0.44
Br 1.1651 1.3150 0.1220 -0.34
H -2.9532 -0.0098 -4.0017 0.32
H -3.3007 1.2094 -2.8091 0.40
H -2.0660 1.5287 -3.9839 0.28
H -1.9639 -0.1601 -1.5169 0.22
H -0.7496 0.9585 -2.1724 -0.05
H -1.3320 -1.5954 -3.6298 0.42
H 0.1623 -0.7312 -3.5230 0.33
H 1.3807 -0.7767 -1.7209 0.63
H 1.5186 -2.5076 -1.5364 -0.23
H 1.2176 -2.5031 0.6233 0.36
H -1.9493 -1.0015 2.4132 0.08
H -0.3841 -0.4538 3.7256 -0.54
H -0.7213 0.4990 1.9721 -0.22
H -0.7041 -2.6043 3.8505 0.32
H -0.7851 -3.1918 2.3443 0.25
H 3.3720 0.2546 0.9977 0.32
C 2.1097 0.5168 -7.2957 -0.41
C 0.6547 0.1365 -7.4204 0.57
O 0.0918 0.6773 -6.2391 -0.23
C 0.8508 1.7570 -5.8886 0.59
O 0.5290 2.5859 -5.1101 -0.51
O 2.0269 1.7483 -6.5699 -0.36
F 0.4848 -1.2166 -7.4129 -0.32
H 2.6698 -0.2160 -6.7127 0.26
H 2.5976 0.6623 -8.2557 0.29
H 0.1482 0.5537 -8.2882 0.11
C 4.3960 -3.1401 -1.4187 0.40
C 4.4003 -4.6446 -1.2962 0.30
O 4.3775 -5.0626 -2.6550 -0.32
C 4.9661 -4.0801 -3.3938 0.63
O 5.3323 -4.2084 -4.5145 -0.53
O 5.0843 -2.9471 -2.6676 -0.35
F 3.2993 -5.1151 -0.6698 -0.26
H 3.3860 -2.7418 -1.4938 -0.42
H 4.9129 -2.6382 -0.6063 0.28
H 5.2863 -5.0577 -0.8111 0.26
C -1.7481 1.7993 6.2089 -0.28
C -2.6235 1.4599 7.3874 0.29
O -2.8582 0.0731 7.1875 -0.27
C -1.7715 -0.4198 6.4999 0.62
O -1.5156 -1.5712 6.3983 -0.48
O -1.0435 0.5872 5.9855 -0.28
F -3.8080 2.1207 7.3566 -0.29
H -2.3290 2.0509 5.3225 0.13
H -1.0498 2.6064 6.4178 0.24
H -2.1587 1.6159 8.3626 0.29
C 3.6838 5.4995 1.1475 -0.41
C 4.2636 5.0589 -0.1765 0.31
O 4.8721 3.8265 0.1538 -0.31
C 4.1852 3.2993 1.2107 0.63
O 4.2560 2.1774 1.5678 -0.55
O 3.3941 4.2487 1.7769 -0.24
F 5.2117 5.9205 -0.6274 -0.30
H 4.4168 6.0475 1.7414 0.28
H 2.7828 6.0989 1.0438 0.28
H 3.5269 4.8967 -0.9643 0.29
C -3.7042 -4.2425 7.6692 -0.42
C -3.8208 -2.9181 8.3780 0.62
O -3.9431 -3.3079 9.7415 -0.36
C -3.3001 -4.5020 9.8769 0.63
O -2.9974 -4.9913 10.9129 -0.52
O -3.0537 -5.0496 8.6629 -0.33
F -4.9404 -2.2451 8.0117 -0.30
H -4.6842 -4.6650 7.4428 0.27
H -3.1143 -4.1859 6.7587 0.27
H -2.9533 -2.2736 8.2575 0.12
C 0.0969 4.7572 3.1505 -0.08
C -1.3907 4.5094 3.0658 0.34
O -1.8960 5.3227 4.1174 -0.31
C -1.0255 6.3595 4.2858 0.61
O -1.2589 7.3451 4.8985 -0.53
O 0.1432 6.1045 3.6473 -0.34
F -1.6895 3.2186 3.3045 -0.19
H 0.5752 4.0851 3.8632 0.17
H 0.6005 4.6768 2.1917 0.08
H -1.8463 4.8139 2.1225 0.19
C -3.2951 -1.7100 -8.7758 -0.41
C -2.6287 -2.4985 -9.8800 0.34
O -2.0384 -1.4771 -10.6718 -0.32
C -1.7829 -0.4292 -9.8434 0.71
O -1.0683 0.4787 -10.1117 -0.56
O -2.4372 -0.5676 -8.6727 -0.27
F -3.5237 -3.1837 -10.6314 -0.29
H -4.2964 -1.3877 -9.0632 0.27
H -3.3438 -2.2439 -7.8312 0.28
H -1.8503 -3.1831 -9.5412 0.28
```

Summary:
LUMO level = 0.06634 hartree
Kohn-Sham gap = 6.388 eV
spin multiplicity = 1
F_max = 2.35 eV Å⁻¹
net charge = -1
highest occupied orbital energy = -4.5830 eV